The following is a quantum chemistry calculation of C7H14O as an isolated structure at a distorted geometry, from the Open Molecules 2025 dataset.

CARTESIAN COORDINATES (ANGSTROEM)
C: 3.2306 0.2798 -0.8502
C: 2.0631 0.2417 -1.8428
C: 0.7242 -0.0900 -1.2525
C: 0.0915 0.7513 -0.4217
C: -1.0538 0.4362 0.3994
C: -2.1447 -0.1465 -0.2352
C: -3.3518 -0.4999 0.5906
H: 3.1244 0.9455 0.0046
H: 3.3189 -0.7316 -0.4385
H: 4.1716 0.4488 -1.3761
H: 2.3280 -0.5402 -2.5601
H: 2.0033 1.1524 -2.4414
H: 0.4451 -1.1410 -1.2072
H: 0.5251 1.7464 -0.4071
H: -1.3108 -0.9298 0.1347
H: -2.2698 0.0729 -1.2946
H: -3.9395 0.3989 0.7716
H: -3.1036 -0.9569 1.5468
H: -4.0213 -1.1669 0.0443
H: 1.0800 -0.4904 3.0608
H: -0.0946 -0.3079 2.0877
O: 0.1282 -0.5986 2.9883

Summary:
largest force on an atom	0.0236	Eh/bohr
HOMO-LUMO gap	8.7	eV
charge	0
highest occupied orbital energy	-0.2987	Eh
energy above the lowest of the compared OMol25 structures with the same formula, charge and spin	4.5082	eV
LUMO level	0.523	eV

***

The following is a quantum chemistry calculation of a 8-piece molecular cluster, C24H72O32P8 overall at a distorted geometry, from the Open Molecules 2025 dataset.

CARTESIAN COORDINATES (ANGSTROEM)
C: -6.0562 -3.5962 -1.3634
O: -6.9245 -2.4921 -1.1021
P: -6.7333 -1.1839 -1.9602
O: -6.2501 -1.3416 -3.3181
O: -8.1847 -0.5538 -1.8345
C: -8.4795 0.5763 -2.6501
O: -5.8488 -0.2296 -1.0257
C: -6.4125 0.1276 0.2308
H: -5.4324 -3.4555 -2.2445
H: -6.6746 -4.4720 -1.5782
H: -5.4741 -3.8355 -0.4753
H: -9.3387 0.3546 -3.2803
H: -7.6513 0.8628 -3.3006
H: -8.7073 1.4402 -2.0231
H: -7.0865 -0.6072 0.6730
H: -7.0200 1.0272 0.0962
H: -5.6598 0.3870 0.9715
C: 3.3219 -0.6654 4.5555
O: 4.5578 -1.3518 4.7176
P: 5.5373 -1.5022 3.4885
O: 6.2265 -0.2890 3.0813
O: 4.6431 -2.1177 2.3129
C: 4.2248 -3.4691 2.3810
O: 6.4418 -2.6838 4.0221
C: 7.3340 -3.2980 3.0671
H: 3.2053 0.1801 5.2278
H: 2.4936 -1.3332 4.8072
H: 3.2098 -0.4234 3.4987
H: 4.1945 -3.8470 3.4040
H: 4.8078 -4.1468 1.7545
H: 3.2102 -3.5967 1.9920
H: 7.3035 -2.7687 2.1117
H: 7.0392 -4.3313 2.9186
H: 8.3426 -3.1827 3.4523
C: -4.4065 -0.1910 -7.3361
O: -3.7595 -1.1531 -6.4782
P: -2.2020 -1.0185 -6.2464
O: -1.3790 -0.5708 -7.3581
O: -1.7964 -2.4446 -5.7037
C: -2.4006 -3.0972 -4.5964
O: -2.1248 -0.1822 -4.8910
C: -0.9242 0.5551 -4.5677
H: -5.2177 0.2485 -6.7642
H: -4.7522 -0.7189 -8.2213
H: -3.7100 0.5781 -7.6700
H: -1.5757 -3.3003 -3.9163
H: -2.9002 -4.0131 -4.9146
H: -3.1624 -2.5093 -4.0780
H: -0.1163 0.1842 -5.1967
H: -0.6878 0.2186 -3.5587
H: -1.1234 1.6186 -4.6134
C: 9.1178 -1.3186 -4.8358
O: 8.2834 -0.2590 -4.4434
P: 7.0219 0.2096 -5.2701
O: 6.7404 -0.6315 -6.4380
O: 5.9424 0.2731 -4.1388
C: 4.5749 0.3981 -4.4275
O: 7.3195 1.7287 -5.5893
C: 7.8241 2.0649 -6.8890
H: 8.9430 -2.2241 -4.2423
H: 10.1680 -1.0654 -4.6979
H: 8.9431 -1.6393 -5.8651
H: 4.1605 1.3733 -4.1529
H: 3.9093 -0.3481 -3.9975
H: 4.3661 0.3603 -5.5041
H: 7.0392 1.9763 -7.6415
H: 8.6300 1.4054 -7.2069
H: 8.1341 3.1027 -6.8315
C: -2.3938 3.2175 5.0691
O: -2.2703 1.9789 4.3505
P: -2.6292 1.9093 2.7968
O: -3.4014 3.0511 2.3277
O: -1.2744 1.6064 2.0891
C: -0.0852 2.3573 2.3710
O: -3.3185 0.4941 2.6555
C: -4.3761 0.1829 3.5574
H: -2.8175 4.0123 4.4585
H: -1.4199 3.4232 5.5018
H: -3.1347 3.0781 5.8625
H: 0.7138 1.6773 2.6545
H: -0.3240 3.0199 3.2049
H: 0.2244 2.9789 1.5315
H: -5.2975 0.6950 3.2718
H: -4.1232 0.4221 4.5893
H: -4.5879 -0.8843 3.5247
C: 3.4519 4.2729 -2.7366
O: 2.4058 3.3996 -2.3240
P: 1.1092 3.9811 -1.6330
O: 1.3218 4.4289 -0.2608
O: 0.5501 5.0932 -2.6138
C: 0.4931 6.4756 -2.2413
O: 0.1460 2.7684 -1.8198
C: -1.1354 2.7330 -1.1494
H: 3.9028 3.8586 -3.6371
H: 4.1994 4.3951 -1.9575
H: 3.0738 5.2515 -3.0433
H: 1.3298 6.9912 -2.7029
H: 0.4685 6.6079 -1.1600
H: -0.4640 6.8646 -2.5878
H: -1.4438 3.6940 -0.7450
H: -1.0535 1.9521 -0.3997
H: -1.8336 2.4181 -1.9228
C: 1.7976 0.0839 -1.3501
O: 0.4038 -0.1979 -1.2220
P: -0.1466 -1.6057 -0.7755
O: -0.4156 -2.6512 -1.7453
O: 0.8313 -2.0690 0.3883
C: 0.9349 -1.2287 1.5435
O: -1.4232 -1.1097 0.0244
C: -2.6736 -1.7571 -0.0730
H: 1.8613 0.8897 -2.0823
H: 2.4114 -0.6940 -1.8080
H: 2.2254 0.4482 -0.4200
H: 0.2651 -0.3761 1.4767
H: 1.9594 -0.8883 1.7138
H: 0.7180 -1.8689 2.4012
H: -3.5163 -1.1197 -0.3657
H: -2.9485 -2.1818 0.8919
H: -2.6512 -2.4781 -0.8947
C: 0.0278 -2.8045 5.5617
O: -1.0711 -2.6797 6.4422
P: -1.1045 -1.6000 7.5710
O: 0.1311 -0.8524 7.8155
O: -2.3282 -0.7069 7.1176
C: -2.4354 0.6266 7.6071
O: -1.6432 -2.4850 8.7586
C: -1.9154 -1.9163 10.0381
H: 0.8972 -3.2677 6.0393
H: 0.3582 -1.8547 5.1446
H: -0.2468 -3.5077 4.7776
H: -2.6422 0.6304 8.6742
H: -3.1999 1.1273 7.0140
H: -1.5479 1.2358 7.4090
H: -2.7833 -1.2541 10.0267
H: -1.0437 -1.3518 10.3722
H: -2.1304 -2.7328 10.7196

Summary:
largest force on an atom	0.0457	Eh/bohr
HOMO-LUMO gap	10.4	eV
charge	0
SMILES	COP(=O)(OC)OC.COP(=O)(OC)OC.COP(=O)(OC)OC.COP(=O)(OC)OC.COP(=O)(OC)OC.COP(=O)(OC)OC.COP(=O)(OC)OC.COP(=O)(OC)OC
highest occupied orbital energy	-0.3702	Eh
energy above the lowest of the compared OMol25 structures with the same formula, charge and spin	0.9650	eV
LUMO level	0.363	eV

***

The following is a quantum chemistry calculation of C22H24Br12N4O2 as an isolated structure at a distorted geometry, from the Open Molecules 2025 dataset.

CARTESIAN COORDINATES (ANGSTROEM)
N: 1.2627 -3.9830 -3.0061
C: 0.0588 -3.4909 -3.3515
C: 0.0967 -2.9222 -4.6559
C: 1.5584 -2.8619 -5.0122
C: 2.1798 -3.4487 -3.9250
H: 1.3499 -4.5463 -2.1723
H: -0.7394 -3.6966 -2.6536
H: -0.7014 -2.5423 -5.2765
H: 1.9592 -2.4477 -5.9255
H: 3.2257 -3.6724 -3.7752
N: -0.7795 1.1881 -0.0733
C: -0.7878 0.2713 0.8992
C: -0.6928 -1.0274 0.2642
C: -0.7468 -0.8248 -1.0876
C: -0.8367 0.5504 -1.3453
H: -0.7734 2.1924 0.0337
H: -0.7240 0.5175 1.9488
H: -0.5864 -1.9810 0.7598
H: -0.8369 -1.6223 -1.8102
H: -0.9219 1.2407 -2.1715
N: -0.4099 4.4516 -1.3539
C: -1.6409 4.4186 -0.7445
C: -1.4263 4.1920 0.6109
C: -0.0434 4.0793 0.7312
C: 0.5799 4.2702 -0.4669
H: -0.3212 4.6071 -2.3479
H: -2.4943 4.5340 -1.3963
H: -2.1742 4.0072 1.3679
H: 0.4601 3.9728 1.6808
H: 1.5983 4.3383 -0.8202
C: -2.9665 -0.8931 -4.5566
Br: -4.2786 -0.0465 -3.3895
Br: -1.3678 0.1540 -4.9833
Br: -3.8328 -1.5342 -6.1680
H: -2.5673 -1.7429 -4.0028
C: 3.0667 -0.3104 0.2697
Br: 2.9514 1.5909 0.3856
Br: 2.9303 -1.1357 2.0474
Br: 4.7979 -0.9441 -0.6193
H: 2.2230 -0.7307 -0.2778
C: 2.1427 1.8318 -3.1029
Br: 1.0609 3.1878 -4.1633
Br: 3.9943 2.4524 -2.7656
Br: 2.1468 -0.0293 -3.7597
H: 1.6360 1.7539 -2.1409
C: -4.7288 1.4583 0.2537
Br: -6.0612 2.2577 -1.0258
Br: -4.8317 -0.5188 0.2802
Br: -5.0290 2.2180 2.0471
H: -3.7154 1.7096 -0.0594
C: 0.0917 -1.9107 4.1995
C: 0.3722 -0.5770 4.5351
C: 1.1575 -0.2431 5.6037
C: 1.6763 -1.2572 6.4423
C: 1.3069 -2.5775 6.1437
C: 0.5805 -2.8875 5.0403
N: 2.4189 -0.9634 7.6945
O: 2.8655 -1.9040 8.3219
O: 2.4872 0.2074 8.0622
H: -0.5486 -2.1220 3.3558
H: -0.0537 0.2213 3.9455
H: 1.2873 0.7946 5.8736
H: 1.7194 -3.3507 6.7749
H: 0.3753 -3.9232 4.8132

Summary:
largest force on an atom	0.1080	Eh/bohr
HOMO-LUMO gap (spin up / spin down)	1.9 / 6.0	eV
charge	-1
highest occupied orbital energy (spin up / spin down)	-0.0437 / -0.1930	Eh
LUMO level (spin up / spin down)	0.742 / 0.742	eV
spin multiplicity	2

***

The following is a quantum chemistry calculation of H3N2O3S as an isolated structure at a distorted geometry, from the Open Molecules 2025 dataset.

CARTESIAN COORDINATES (ANGSTROEM)
N: 1.4038 0.3813 0.1395
N: 0.5071 -0.5250 0.8417
O: -2.0360 -0.6982 0.6784
O: -0.6691 -0.5805 -1.3835
O: -0.9436 1.4595 0.0303
S: -0.8891 -0.1514 0.0121
H: 1.3175 0.2004 -0.8620
H: 0.7683 1.3086 0.2071
H: 0.5411 -1.3948 0.3363

Summary:
largest force on an atom	0.1439	Eh/bohr
HOMO-LUMO gap	9.0	eV
charge	-1
highest occupied orbital energy	-0.1794	Eh
energy above the lowest of the compared OMol25 structures with the same formula, charge and spin	1.3809	eV
LUMO level	4.114	eV